ORCA calculation (ωB97M-V with the def2-TZVPD basis set) on C22H24ClN5OS in the gas phase.

```
54
Properties=species:S:1:pos:R:3:forces:R:3:mulliken_charge:R:1
C -0.636892 -3.754845 0.535049 0.2 0.2 -0.2 -1.752
C 0.277990 -2.580807 0.169983 -0.1 -0.3 0.0 0.240
C -0.238644 -1.325182 0.787133 0.3 0.1 -0.2 0.075
N -1.371647 -1.171144 1.416459 -0.1 -1.1 -0.2 -0.531
N -1.463740 0.100591 1.818620 -0.2 0.9 0.4 -0.365
C -0.378152 0.712819 1.442263 0.4 0.6 0.2 -0.002
S -0.054173 2.424181 1.628070 -0.1 -0.1 0.0 -0.259
C -0.514933 2.986330 -0.071883 0.3 -0.1 0.2 -0.893
C -1.190814 1.869265 -0.848199 0.1 0.5 -0.1 0.405
O -0.572593 1.280613 -1.719102 0.1 -0.1 -0.2 -0.649
N -2.456930 1.570781 -0.499432 0.0 0.0 -0.1 0.161
C -3.236817 2.254625 0.530807 -0.2 0.5 0.3 -0.745
C -4.388647 1.301229 0.879710 0.0 0.0 0.1 -0.767
C -4.313343 0.261239 -0.194402 0.1 0.1 -0.2 0.806
C -5.158027 -0.795242 -0.450913 0.1 0.1 0.0 -0.716
C -4.844095 -1.667517 -1.485142 -0.1 -0.1 0.0 -0.551
C -3.699749 -1.477478 -2.239399 -0.1 0.0 0.0 -0.702
C -2.842289 -0.414774 -1.990670 0.2 0.0 -0.2 -0.726
C -3.164346 0.449138 -0.960709 -0.3 -0.4 -0.1 0.113
N 0.455353 -0.149070 0.780806 -0.8 -0.3 0.3 1.162
C 1.745139 0.119580 0.286272 0.8 0.3 -0.3 -0.350
C 2.030463 -0.035018 -1.063667 0.0 0.1 0.2 -0.098
C 3.302215 0.237441 -1.527912 0.1 0.0 0.0 -1.129
C 4.277995 0.667619 -0.641234 -0.2 -0.1 0.1 0.364
Cl 5.870850 0.998069 -1.222455 0.2 0.1 -0.1 -0.223
C 3.993404 0.841403 0.703854 0.1 0.0 -0.1 -0.958
C 2.720957 0.567571 1.167977 -0.2 -0.1 -0.2 0.007
N 1.684488 -2.708374 0.533805 -0.1 -0.2 0.0 0.536
C 2.436369 -3.604708 -0.313745 -0.1 0.1 0.1 -1.160
C 1.910578 -2.979035 1.938013 0.1 0.0 -0.1 -1.126
H -1.637841 -3.549776 0.168084 -0.1 -0.1 0.0 0.418
H -0.269795 -4.673221 0.083629 0.0 -0.1 0.0 0.384
H -0.691800 -3.875966 1.612591 0.0 0.0 0.1 0.336
H 0.250984 -2.446967 -0.919983 0.0 0.0 0.1 0.363
H -1.147341 3.863675 0.049377 0.0 0.0 0.0 0.517
H 0.409039 3.252951 -0.584906 -0.2 -0.1 -0.1 0.507
H -3.610150 3.200701 0.121540 0.0 -0.1 0.1 0.487
H -2.623384 2.459166 1.408172 -0.1 0.0 -0.1 0.305
H -4.217318 0.832723 1.850383 0.0 0.1 0.0 0.303
H -5.352051 1.810114 0.901765 0.0 0.0 0.0 0.437
H -6.044693 -0.944419 0.146515 -0.1 0.0 0.1 0.456
H -5.495862 -2.501420 -1.698495 -0.1 -0.1 0.0 0.397
H -3.465261 -2.164614 -3.038899 0.0 -0.1 -0.1 0.425
H -1.953484 -0.267799 -2.580332 0.0 0.0 0.0 0.531
H 1.251516 -0.331970 -1.746140 -0.1 0.0 0.0 0.477
H 3.535991 0.124137 -2.574513 0.0 0.0 -0.1 0.448
H 4.758879 1.186452 1.380587 0.1 0.0 0.0 0.457
H 2.483213 0.699747 2.212883 0.0 0.0 0.1 0.547
H 2.286254 -3.326931 -1.355813 0.0 0.0 -0.1 0.330
H 3.494131 -3.493140 -0.076562 0.1 -0.1 -0.1 0.369
H 2.162966 -4.662134 -0.183860 0.0 0.0 0.0 0.313
H 1.717050 -4.025232 2.213020 0.0 0.0 0.1 0.351
H 1.271027 -2.337720 2.542061 0.0 0.0 0.1 0.334
H 2.951586 -2.749177 2.168528 0.0 0.0 0.1 0.341
```
Positions in Å, forces in eV/Å.

Calculated values
- SMILES = C[C@@H](c1nnc(SCC(=O)N2CCc3ccccc32)n1-c1ccc(Cl)cc1)N(C)C
- total charge = 0
- 2S+1 = 1
- HOMO energy (hartree) = -0.300
- maximum force (eV Å⁻¹) = 1.13

ORCA calculation (ωB97M-V with the def2-TZVPD basis set) on 2 unconnected molecules or ions with the total composition C4H6N3O2.

```
15
Properties=species:S:1:pos:R:3:forces:R:3:mulliken_charge:R:1
C -1.755900 2.317222 0.176888 1.2 -0.8 -0.1 0.165
C 0.724870 0.405128 -0.094268 -2.0 0.1 -0.4 0.430
C -5.016390 -0.406435 0.158060 1.2 1.0 -0.1 0.585
C -0.647828 0.054911 -0.653219 0.3 0.1 -1.6 -0.459
N -1.577109 1.274249 -0.465378 -0.7 -2.3 -0.1 -0.048
N 0.706442 1.221628 0.821430 0.6 3.1 2.6 -0.527
N 1.652700 -0.243677 -0.775016 1.6 -1.1 0.1 -0.422
O -5.961302 -0.625803 0.727781 -2.3 -1.0 1.0 -0.228
O -4.025762 -0.071002 -0.344194 1.1 -0.1 -0.9 -0.442
H -0.451671 -0.092134 -1.805584 -1.2 0.2 2.2 0.310
H -1.080258 -0.849249 -0.121307 0.1 1.2 -0.8 0.316
H -2.518013 0.825581 -0.698856 -0.1 1.0 0.0 0.532
H 1.539506 1.639742 1.293801 -0.8 -0.9 -0.8 0.265
H 1.217735 -1.060891 -1.221725 1.6 0.2 0.1 0.230
H 2.570822 -0.256689 -0.290115 -0.8 -0.7 -1.0 0.293
```
Positions in Å, forces in eV/Å.

Calculated values
- total charge = +1
- 2S+1 = 1
- HOMO energy (spin up / spin down) (hartree) = -0.526 / -0.526
- maximum force (eV Å⁻¹) = 4.09

ORCA calculation (ωB97M-V with the def2-TZVPD basis set) on C5H10O2 in the gas phase.

```
17
Properties=species:S:1:pos:R:3:forces:R:3:mulliken_charge:R:1
C -0.824444 1.208868 1.852091 -0.2 -0.5 -0.6 -1.203
C -0.319599 0.738027 0.431705 1.3 -2.7 -0.3 0.634
C -0.689905 -0.410604 -0.819939 -1.4 1.1 0.2 -0.531
C -0.047267 -1.846535 -1.147518 -0.5 0.6 0.6 -0.427
O 1.231931 -1.852870 -1.745435 -0.3 0.4 0.2 -0.523
C 0.978053 1.324666 0.093431 0.6 0.2 -0.3 -0.516
O 0.956853 -0.040209 0.427228 2.0 0.4 1.8 -0.447
H -1.606811 1.977993 1.769968 0.1 -0.3 -0.3 0.315
H -1.227000 0.410994 2.480848 0.0 -0.1 -0.3 0.286
H -0.016583 1.691062 2.446784 -0.2 -0.5 -0.7 0.310
H -0.476840 0.168168 -1.718703 -0.5 0.1 -0.1 0.275
H -1.729344 -0.617765 -0.669191 -1.0 0.0 -0.6 0.350
H -0.709143 -2.272159 -1.926525 0.1 0.4 0.4 0.339
H -0.089331 -2.549452 -0.301436 0.0 0.4 0.1 0.287
H 1.805743 -1.372486 -1.144231 0.2 0.1 0.2 0.341
H 1.556901 1.786286 0.886532 -0.4 0.9 -0.2 0.260
H 1.206785 1.656016 -0.915610 0.2 -0.4 -0.1 0.248
```
Positions in Å, forces in eV/Å.

Calculated values
- SMILES = C[C@@]1(CCO)CO1
- total charge = 0
- 2S+1 = 1
- HOMO energy (hartree) = -0.336
- maximum force (eV Å⁻¹) = 3.02

ORCA calculation (ωB97M-V with the def2-TZVPD basis set) on 2 unconnected molecules or ions with the total composition C2H3BrNO.

```
8
Properties=species:S:1:pos:R:3:forces:R:3:mulliken_charge:R:1
C 0.426885 -0.493441 0.909522 0.5 0.3 -1.4 -0.471
C -0.155397 0.013520 -0.494668 1.4 0.2 -1.0 -0.474
N 0.105313 -1.217692 -0.315467 -0.2 -0.2 2.3 0.412
O 0.039377 -2.489676 -0.512114 -0.3 0.4 -1.0 -0.758
Br -1.039350 3.259701 -1.310785 0.4 -0.7 -0.1 -0.445
H 1.437703 -0.576239 1.352749 -0.2 0.5 -0.9 0.227
H -0.341232 -0.308653 1.589395 -1.1 -0.5 1.6 0.169
H -0.473300 1.812480 -1.218631 -0.4 0.0 0.4 0.340
```
Positions in Å, forces in eV/Å.

Calculated values
- total charge = -1
- 2S+1 = 1
- HOMO energy (hartree) = -0.133
- maximum force (eV Å⁻¹) = 2.35

Number 1: M 441.99 g mol⁻¹. Number 2: M 128.11 g mol⁻¹. Number 3: M 102.13 g mol⁻¹. Number 4: M 136.96 g mol⁻¹.